Entry 1:
Molecular formula: C2H4N6
Method: DFT, wB97M-V/def2-TZVPD

Geometry as XYZ:
```
12
Properties=species:S:1:pos:R:3:mulliken_charge:R:1
H -1.45 2.08 0.02 0.24
N -1.42 1.01 0.07 -0.66
C -0.24 0.63 0.07 0.54
C 1.08 1.16 0.05 -0.14
N 2.16 0.47 -0.03 -0.22
N 2.25 -0.92 0.03 -0.33
N 1.10 -1.54 0.00 -0.16
N -0.05 -0.79 0.21 0.39
N -1.23 -1.62 -0.17 -0.60
H 1.26 2.23 -0.34 0.29
H -1.80 -0.74 -0.80 0.36
H -1.65 -1.95 0.89 0.29
```

The HOMO energy comes out at -9.70 eV. The calculated total energy is -406.94732 Ha. The value obtained for the energy relative to the best compared isomer or geometry (same formula, charge and spin) is 106.42 kcal per mole. As for the net charge: 0. As for the SMILES: [H]/N=c1\cnnnn1N. As for the spin multiplicity: 1.



Entry 2:
Molecular formula: C5H10O
Method: DFT, wB97M-V/def2-TZVPD

Geometry as XYZ:
```
16
Properties=species:S:1:pos:R:3:mulliken_charge:R:1
C 2.00 -0.43 0.94 -1.36
C 1.11 -0.09 -0.23 0.24
C 0.20 -1.12 -0.85 -0.68
C -0.36 -0.02 -0.01 -0.39
C -2.22 0.72 0.24 -0.49
O -1.02 1.03 -0.97 -0.33
H 2.93 -0.91 0.60 0.36
H 2.28 0.47 1.51 0.32
H 1.49 -1.12 1.62 0.27
H 1.53 0.62 -0.96 0.35
H 0.07 -1.08 -1.94 0.26
H 0.17 -2.11 -0.42 0.22
H -2.63 -0.28 0.13 0.28
H -2.87 1.47 -0.21 0.29
H -2.03 0.94 1.29 0.31
H -0.65 1.89 -0.72 0.36
```

The HOMO energy comes out at -7.07 eV. The calculated total energy is -271.51573 Ha. The value obtained for the energy relative to the best compared isomer or geometry (same formula, charge and spin) is 148.65 kcal per mole. As for the net charge: 0. As for the spin multiplicity: 1.



Entry 3:
Molecular formula: C9H26CuN9O5
Method: DFT, wB97M-V/def2-TZVPD

Geometry as XYZ:
```
50
Properties=species:S:1:pos:R:3:mulliken_charge:R:1
Cu -2.31 -0.85 -6.37 1.00
C -0.78 0.60 -1.29 -0.43
O -1.06 0.29 -2.66 -0.30
H -1.72 0.82 -0.79 0.23
H -0.14 -0.16 -0.84 0.24
H -0.20 1.50 -1.09 0.26
C 4.03 -4.88 -3.86 0.67
O 4.45 -4.28 -4.81 -0.64
N 4.31 -6.12 -3.55 -0.38
N 3.19 -4.34 -2.96 -0.34
H 4.02 -6.41 -2.62 0.17
H 4.75 -6.64 -4.29 0.22
H 2.75 -3.44 -3.09 0.17
H 3.07 -4.89 -2.12 0.13
C 5.63 1.82 -1.57 0.59
O 6.60 2.18 -0.91 -0.63
N 4.59 2.54 -1.98 -0.43
N 5.47 0.59 -1.87 -0.41
H 4.54 3.48 -1.61 0.23
H 3.67 2.16 -2.16 0.20
H 4.90 0.43 -2.70 0.22
H 6.23 0.03 -1.52 0.24
C -0.01 7.37 -0.81 0.65
O 0.89 6.98 -1.51 -0.65
N -1.14 6.76 -0.53 -0.42
N 0.03 8.59 -0.46 -0.38
H -1.27 5.80 -0.82 0.21
H -2.01 7.27 -0.43 0.20
H 0.87 9.10 -0.66 0.22
H -0.76 9.05 -0.02 0.17
C 0.72 -6.39 1.49 0.66
O 1.88 -6.55 1.10 -0.65
N 0.13 -5.18 1.33 -0.45
N -0.06 -7.25 2.03 -0.36
H -0.80 -5.10 1.70 0.18
H 0.84 -4.47 1.46 0.23
H -1.01 -6.96 2.20 0.16
H 0.36 -8.12 2.35 0.24
C -4.16 0.82 4.92 -1.21
C -5.55 1.06 4.33 -0.38
C -5.78 1.54 2.84 -0.39
C -7.07 1.95 2.49 0.30
N -8.16 2.26 2.18 -0.41
H -3.57 0.05 4.41 0.31
H -4.07 0.46 5.94 0.35
H -3.72 1.81 4.86 0.31
H -6.03 1.73 5.04 0.35
H -6.01 0.07 4.40 0.27
H -5.56 0.68 2.20 0.21
H -4.96 2.24 2.64 0.30
```

The HOMO energy (spin up / spin down) comes out at -11.06 / -11.06 eV. The calculated total energy is -2867.60144 Ha. As for the net charge: +1. As for the spin multiplicity: 2.